1.
{"formula": "C24H60N4Na5O12P", "method": "the ωB97M-V functional and the def2-TZVPD basis", "elements": ["Na", "Na", "Na", "Na", "Na", "P", "O", "O", "O", "O", "C", "O", "C", "C", "N", "C", "C", "O", "C", "H", "H", "H", "H", "H", "H", "H", "H", "H", "H", "H", "H", "H", "H", "H", "C", "O", "C", "C", "N", "C", "C", "O", "C", "H", "H", "H", "H", "H", "H", "H", "H", "H", "H", "H", "H", "H", "H", "H", "C", "O", "C", "C", "N", "C", "C", "O", "C", "H", "H", "H", "H", "H", "H", "H", "H", "H", "H", "H", "H", "H", "H", "H", "C", "O", "C", "C", "N", "C", "C", "O", "C", "H", "H", "H", "H", "H", "H", "H", "H", "H", "H", "H", "H", "H", "H", "H"], "xyz": [[0.15, 1.62, 2.71], [-3.77, 0.49, 2.05], [-1.18, -2.20, 3.17], [-2.55, -2.28, -0.50], [-1.52, 1.73, -0.83], [-1.15, -0.25, 1.06], [-0.69, -1.74, 1.01], [-1.48, 0.07, 2.54], [-2.45, -0.11, 0.24], [-0.09, 0.78, 0.51], [3.15, 3.52, 3.14], [2.00, 3.49, 2.28], [2.30, 3.29, 0.89], [2.98, 1.98, 0.66], [2.38, 0.78, 1.33], [3.08, -0.47, 1.07], [4.63, -0.63, 1.46], [4.86, -0.84, 2.84], [6.14, -1.44, 3.11], [3.90, 4.29, 2.95], [3.61, 2.53, 3.06], [2.80, 3.84, 4.12], [2.82, 4.18, 0.52], [1.30, 3.25, 0.46], [4.06, 2.02, 0.74], [2.82, 1.80, -0.40], [1.43, 0.76, 1.01], [2.94, -0.72, 0.02], [2.54, -1.26, 1.60], [5.11, 0.34, 1.31], [5.03, -1.45, 0.87], [6.05, -2.51, 2.96], [6.53, -1.22, 4.10], [6.99, -1.10, 2.52], [-2.12, -7.62, -3.34], [-1.34, -6.71, -2.60], [0.07, -6.57, -2.98], [0.61, -5.24, -2.45], [0.95, -5.25, -1.00], [1.37, -3.92, -0.53], [1.72, -4.05, 0.96], [3.09, -4.39, 1.29], [3.47, -5.67, 0.81], [-2.03, -7.26, -4.37], [-3.19, -7.54, -3.13], [-1.89, -8.68, -3.20], [0.03, -6.56, -4.07], [0.57, -7.46, -2.61], [-0.13, -4.45, -2.56], [1.49, -4.94, -3.02], [0.24, -5.76, -0.49], [0.49, -3.28, -0.54], [2.20, -3.48, -1.08], [1.03, -4.78, 1.38], [1.53, -3.04, 1.33], [2.72, -6.45, 0.96], [4.35, -5.95, 1.39], [3.72, -5.72, -0.25], [-7.20, 0.12, 1.80], [-6.01, 0.85, 1.52], [-6.10, 2.31, 1.48], [-5.64, 2.82, 2.83], [-4.18, 2.95, 2.93], [-3.68, 3.41, 4.21], [-2.32, 2.89, 4.58], [-1.28, 3.44, 3.80], [-1.14, 4.83, 3.60], [-7.05, -0.95, 1.67], [-8.04, 0.49, 1.20], [-7.36, 0.19, 2.87], [-7.13, 2.60, 1.29], [-5.49, 2.72, 0.67], [-6.03, 2.35, 3.73], [-6.03, 3.83, 2.95], [-3.87, 3.61, 2.24], [-4.35, 3.22, 5.05], [-3.78, 4.50, 4.27], [-2.22, 1.82, 4.41], [-2.17, 3.09, 5.64], [-1.95, 5.05, 2.90], [-0.23, 4.92, 3.00], [-1.07, 5.50, 4.45], [0.18, 3.99, -6.96], [-0.01, 3.41, -5.68], [0.12, 4.25, -4.55], [-0.65, 3.59, -3.39], [-0.43, 2.12, -3.20], [0.91, 1.71, -2.68], [0.95, 0.16, -2.47], [1.43, -0.41, -3.74], [1.25, -1.83, -3.73], [0.11, 3.24, -7.75], [1.23, 4.29, -7.06], [-0.51, 4.83, -7.07], [-0.27, 5.25, -4.77], [1.17, 4.28, -4.26], [-1.73, 3.55, -3.51], [-0.60, 4.22, -2.50], [-0.44, 1.82, -4.16], [1.06, 2.12, -1.68], [1.74, 2.07, -3.29], [0.00, -0.29, -2.18], [1.64, -0.06, -1.66], [0.96, -2.24, -2.76], [2.10, -2.40, -4.11], [0.42, -2.01, -4.41]], "e_lumo_ev": [-8.200, -11.356], "charge": 3, "e_homo_ev": [-14.6, -14.6], "spin_multiplicity": 2, "homo_lumo_gap_ev": [6.379, 3.223], "s2": 0.75}

***

2.
{"formula": "C24H60N4Na7O12P", "method": "the ωB97M-V functional and the def2-TZVPD basis", "elements": ["Na", "Na", "Na", "Na", "Na", "Na", "Na", "P", "O", "O", "O", "O", "C", "O", "C", "C", "N", "C", "C", "O", "C", "H", "H", "H", "H", "H", "H", "H", "H", "H", "H", "H", "H", "H", "H", "H", "C", "O", "C", "C", "N", "C", "C", "O", "C", "H", "H", "H", "H", "H", "H", "H", "H", "H", "H", "H", "H", "H", "H", "H", "C", "O", "C", "C", "N", "C", "C", "O", "C", "H", "H", "H", "H", "H", "H", "H", "H", "H", "H", "H", "H", "H", "H", "H", "C", "O", "C", "C", "N", "C", "C", "O", "C", "H", "H", "H", "H", "H", "H", "H", "H", "H", "H", "H", "H", "H", "H", "H"], "xyz": [[-11.61, 23.71, -5.03], [-8.93, 21.76, -2.48], [-15.08, 21.40, -2.19], [-9.51, 20.16, -5.30], [-13.85, 21.54, -5.28], [-12.25, 18.43, -2.31], [-13.07, 23.69, -2.14], [-11.58, 21.20, -3.39], [-13.02, 20.83, -2.93], [-11.08, 22.55, -2.74], [-11.56, 21.40, -4.94], [-10.54, 20.09, -3.09], [-9.21, 19.54, 2.20], [-9.01, 18.43, 1.39], [-9.90, 18.34, 0.31], [-9.23, 17.50, -0.76], [-10.02, 17.56, -2.01], [-9.74, 16.49, -2.93], [-10.41, 16.69, -4.27], [-11.79, 16.84, -4.00], [-12.57, 17.50, -4.97], [-8.57, 19.46, 3.07], [-10.26, 19.63, 2.53], [-8.98, 20.47, 1.65], [-10.03, 19.37, -0.08], [-10.85, 17.91, 0.66], [-9.11, 16.46, -0.48], [-8.24, 17.92, -0.95], [-10.00, 18.50, -2.39], [-10.14, 15.54, -2.55], [-8.67, 16.26, -3.04], [-10.24, 15.83, -4.92], [-10.03, 17.61, -4.75], [-13.62, 17.34, -4.70], [-12.42, 17.15, -5.99], [-12.40, 18.60, -4.98], [-6.70, 22.82, -4.80], [-8.07, 23.06, -4.41], [-8.37, 24.43, -4.19], [-7.93, 24.86, -2.80], [-8.74, 24.18, -1.75], [-8.93, 25.06, -0.56], [-9.61, 24.36, 0.58], [-8.87, 23.26, 1.01], [-9.09, 22.96, 2.37], [-6.04, 22.97, -3.94], [-6.37, 23.53, -5.56], [-6.58, 21.81, -5.19], [-9.47, 24.45, -4.20], [-7.97, 25.11, -4.94], [-7.96, 25.96, -2.71], [-6.87, 24.66, -2.62], [-9.67, 24.19, -2.15], [-9.55, 25.93, -0.85], [-8.00, 25.53, -0.26], [-10.66, 24.07, 0.37], [-9.64, 25.10, 1.40], [-10.16, 22.81, 2.57], [-8.72, 23.74, 3.05], [-8.51, 22.08, 2.63], [-11.41, 25.09, -7.60], [-10.86, 23.81, -7.26], [-10.87, 22.90, -8.38], [-10.47, 21.54, -7.90], [-9.10, 21.49, -7.31], [-7.99, 21.79, -8.25], [-7.95, 20.87, -9.45], [-8.95, 21.14, -10.40], [-8.61, 22.17, -11.30], [-12.35, 24.97, -8.16], [-10.70, 25.66, -8.20], [-11.55, 25.66, -6.68], [-10.18, 23.22, -9.17], [-11.84, 22.91, -8.88], [-10.53, 20.81, -8.70], [-11.16, 21.20, -7.12], [-9.09, 22.29, -6.67], [-7.05, 21.68, -7.69], [-7.93, 22.85, -8.54], [-8.11, 19.85, -9.07], [-6.95, 20.87, -9.90], [-8.44, 23.13, -10.80], [-9.41, 22.27, -12.03], [-7.70, 21.95, -11.87], [-18.09, 27.30, 1.23], [-17.47, 26.84, 0.05], [-16.15, 27.29, -0.09], [-15.45, 26.33, -1.02], [-15.23, 25.00, -0.42], [-14.29, 24.94, 0.67], [-14.10, 23.51, 1.12], [-13.61, 22.74, 0.02], [-13.05, 21.49, 0.41], [-17.58, 26.88, 2.10], [-19.11, 26.93, 1.22], [-18.15, 28.39, 1.30], [-15.65, 27.34, 0.88], [-16.15, 28.28, -0.56], [-14.51, 26.80, -1.36], [-16.07, 26.21, -1.91], [-15.07, 24.31, -1.13], [-14.62, 25.54, 1.51], [-13.30, 25.35, 0.38], [-15.10, 23.15, 1.42], [-13.46, 23.45, 2.01], [-12.29, 21.16, -0.32], [-13.82, 20.73, 0.54], [-12.46, 21.61, 1.32]], "e_lumo_ev": -12.849, "charge": 4, "e_homo_ev": -17.0, "spin_multiplicity": 1, "homo_lumo_gap_ev": 4.154}